Entry 1:
Here is a molecular structure, C24H50Cl2IrP2Si2 in a non-equilibrium geometry from the OMol25 dataset. Energies are from ωB97M-V/def2-TZVPD.

Structure (XYZ):
```
81
Properties=species:S:1:pos:R:3
Ir 0.00000 0.00000 0.00000
C -1.33800 -0.02480 2.20220
C -1.67620 1.14650 1.49710
C -2.29360 0.70710 0.27610
Si -1.29940 2.84300 2.17380
C -2.29580 -0.71030 0.26020
C -1.67940 -1.17870 1.47090
Si -1.30250 -2.89060 2.10810
H -0.80520 -0.03590 3.13680
H -2.73050 1.34050 -0.47810
H -2.73330 -1.32480 -0.50920
Cl 0.62290 0.02460 -2.42490
C -1.02310 -2.80000 3.96120
C -2.71700 -4.08040 1.76550
C -1.01520 2.70560 4.02300
C -2.71220 4.04280 1.86110
H -3.59960 -3.77810 2.32870
H -2.45930 -5.09240 2.07800
H -3.00220 -4.12480 0.71670
H -0.17250 -2.16440 4.20270
H -0.81480 -3.79030 4.36640
H -1.89590 -2.40700 4.48110
H -3.60470 3.71440 2.39330
H -2.97660 4.13530 0.81010
H -2.46160 5.03960 2.22420
H -1.88800 2.30530 4.53710
H -0.79830 3.68400 4.45190
H -0.16770 2.05840 4.24400
C 0.31460 -3.45810 1.30380
C 0.31630 3.42870 1.37980
P 0.48070 -2.70870 -0.35820
H 0.44370 -4.53930 1.31500
H 1.11700 -3.02290 1.90090
P 0.47990 2.71550 -0.29870
H 1.12010 2.98140 1.96600
H 0.44600 4.50940 1.41440
C 2.12810 3.29560 -0.98590
C -0.80640 3.65400 -1.28610
C -0.80570 -3.62450 -1.36490
C 2.12910 -3.27530 -1.05700
C 3.17830 -2.17860 -0.94550
H 1.92020 -3.44020 -2.11620
C 2.64300 -4.57130 -0.44680
H 2.90930 -4.43130 0.59920
H 3.54600 -4.88800 -0.97060
H 1.92780 -5.38650 -0.50280
H 2.87130 -1.27930 -1.46910
H 4.11770 -2.52080 -1.38240
H 3.36660 -1.91070 0.09140
H -1.72910 -3.37940 -0.83920
C -0.66480 -5.13850 -1.37930
C -0.92470 -3.07230 -2.77630
H -0.58200 -5.56490 -0.38250
H 0.20300 -5.45020 -1.95750
H -1.54090 -5.58500 -1.85180
H -1.12750 -2.00690 -2.78170
H -1.73020 -3.58340 -3.30550
H -0.01120 -3.22640 -3.34870
H -1.73160 3.39000 -0.77300
C -0.91670 3.13940 -2.71260
C -0.67150 5.16830 -1.25780
H -0.59720 5.56670 -0.24880
H -1.54670 5.62420 -1.72320
H 0.19840 5.49830 -1.82190
H -1.11250 2.07320 -2.74640
H -0.00260 3.31490 -3.27790
H -1.72410 3.65910 -3.23010
C 3.17470 2.19420 -0.89930
C 2.64510 4.57640 -0.34710
H 1.91890 3.48390 -2.04100
H 2.90900 4.41240 0.69610
H 1.93320 5.39540 -0.38660
H 3.55030 4.90090 -0.86220
H 3.36160 1.90190 0.13130
H 4.11520 2.54380 -1.32780
H 2.86550 1.30790 -1.44370
C 1.16320 0.03850 -5.92710
H 0.17420 0.03840 -6.43420
H 1.69550 0.92440 -6.33570
H 1.70130 -0.83900 -6.34600
Cl 1.80130 -0.01860 1.56120
```

The total charge is 0. As for the LUMO energy (spin up / spin down): 0.55 / -0.83 eV. As for the multiplicity: 6. As for the HOMO energy (spin up / spin down): -6.607 / -8.182 eV. The calculation puts the frontier orbital gap (spin up / spin down) at 7.15 / 7.35 eV. The largest force on an atom is 3.633 eV Å⁻¹.

Here are the Löwdin charges for atoms 1 to 2, given in e: 0.72, -0.24



Entry 2:
Here is a molecular structure, C24H50F2O18S4Tl in a non-equilibrium geometry from the OMol25 dataset. Energies are from ωB97M-V/def2-TZVPD.

Structure (XYZ):
```
99
Properties=species:S:1:pos:R:3
Tl -19.52409 19.00439 -0.33947
F -17.80596 20.53768 -2.22335
F -22.31288 18.34856 -0.84376
O -16.84768 19.83345 0.71210
C -15.95587 20.74945 0.74209
O -15.48830 21.16088 1.94460
C -14.47466 22.16406 1.71979
C -14.20929 22.22644 0.26145
C -15.34640 21.50504 -0.38088
H -13.61558 21.83597 2.30498
H -14.81520 23.12766 2.09874
H -13.21817 21.93007 -0.08196
H -14.09778 23.28428 0.02346
H -15.05660 20.78457 -1.14577
H -16.03978 22.18757 -0.87228
O -19.94711 16.16377 -0.80232
C -19.72407 15.02181 -1.15860
O -20.23572 14.42678 -2.19035
C -19.56185 13.15353 -2.61326
C -18.30967 13.25539 -1.77660
C -18.64455 14.08761 -0.54501
H -19.32948 13.09358 -3.67651
H -20.14660 12.29272 -2.28896
H -17.52638 13.72632 -2.37056
H -17.87921 12.30516 -1.46058
H -17.86200 14.71330 -0.11578
H -19.03591 13.52335 0.30148
O -20.90574 21.04957 -1.94851
C -21.83826 21.44716 -2.56480
O -21.84169 22.60691 -3.26416
C -23.04057 22.76085 -4.01223
C -24.06102 22.00396 -3.21264
C -23.22020 20.79135 -2.77405
H -22.92125 22.51784 -5.06807
H -23.26315 23.82786 -4.00547
H -24.88973 21.72903 -3.86513
H -24.40093 22.58437 -2.35492
H -23.20245 20.07108 -3.59198
H -23.56501 20.27834 -1.87626
O -23.67454 21.45222 0.40394
S -23.02110 20.69901 1.47726
O -21.60788 20.36097 1.32049
O -23.31468 21.47384 2.91088
C -22.38758 21.33254 3.98264
C -22.65165 20.11137 4.90442
C -24.15459 19.26349 1.75822
H -22.56571 22.17103 4.65592
H -21.37789 21.48832 3.60270
H -22.04638 20.19126 5.80740
H -22.46839 19.12639 4.47509
H -23.65178 20.10741 5.33781
H -23.92057 18.60135 0.92461
H -25.20673 19.54826 1.75971
H -23.78323 18.84050 2.69163
O -17.55717 23.56731 0.66936
S -18.83169 23.20524 0.01575
O -19.38117 21.86510 0.17916
O -20.02398 24.28086 0.46767
C -21.37657 23.94721 0.14353
C -22.13226 24.36165 1.36763
C -18.87048 23.60373 -1.80418
H -21.51168 22.86674 0.09421
H -21.63384 24.37299 -0.82633
H -21.81227 23.93180 2.31681
H -23.19774 24.15134 1.27484
H -21.87337 25.38566 1.63685
H -19.86781 23.44088 -2.21273
H -18.12729 22.94762 -2.25727
H -18.54874 24.64445 -1.84288
O -20.08329 16.70098 -5.20688
S -20.75597 17.62744 -4.29559
O -20.07153 18.12801 -3.14605
O -21.41275 18.92115 -5.12015
C -22.11489 18.74403 -6.32833
C -23.46718 19.47490 -6.31845
C -22.42125 16.92960 -3.76487
H -22.25430 17.66757 -6.42788
H -21.56955 19.11521 -7.19605
H -23.24628 20.51040 -6.05954
H -24.07690 18.98921 -5.55659
H -24.03148 19.39411 -7.24751
H -22.98064 17.79768 -3.41612
H -22.11807 16.22954 -2.98635
H -22.81988 16.44837 -4.65796
O -15.57492 16.16397 1.07105
S -16.72387 16.58410 1.87398
O -17.90493 17.23065 1.25361
O -17.13638 15.31090 2.84247
C -18.23582 15.57310 3.72521
C -18.41418 14.11645 4.23224
C -16.08914 17.66057 3.26004
H -19.13124 15.80996 3.15056
H -18.05654 16.25831 4.55372
H -17.57978 13.83115 4.87292
H -18.36158 13.43328 3.38453
H -19.37755 14.12977 4.74199
H -16.98317 18.19319 3.58427
H -15.37606 18.35071 2.80912
H -15.66013 17.04235 4.04861
```

The total charge is 0. As for the LUMO energy (spin up / spin down): 0.40 / -3.22 eV. As for the multiplicity: 2. As for the HOMO energy (spin up / spin down): -8.788 / -7.703 eV. The calculation puts the frontier orbital gap (spin up / spin down) at 9.19 / 4.48 eV. The largest force on an atom is 5.740 eV Å⁻¹.

Here are the Löwdin charges for atoms 1 to 2, given in e: 1.21, -0.25



Entry 3:
Here is 7 unconnected molecules or ions with the total composition C24H50NO13S5 in a non-equilibrium geometry from the OMol25 dataset. Energies are from ωB97M-V/def2-TZVPD.

Structure (XYZ):
```
93
Properties=species:S:1:pos:R:3
N 3.90400 33.80200 2.98700
H 3.14000 34.16900 2.30300
H 3.64100 33.09800 3.59500
H 4.54000 34.33000 3.37500
H 4.61700 33.28300 2.50400
C 2.91000 34.05000 9.06300
C 1.93000 34.27300 7.98100
C 2.41700 35.01400 6.72800
O 2.43900 34.00400 5.70600
C 1.87700 32.85800 6.19300
O 1.66200 31.84000 5.55400
O 1.62800 33.00500 7.47300
H 4.08400 33.87900 8.62500
H 2.71400 33.18300 9.59200
H 3.10500 34.67200 9.86300
H 0.97100 34.79400 8.10400
H 3.21500 35.58200 6.67400
H 1.55800 35.49600 6.29700
C 8.46700 31.61300 0.64100
C 7.15500 30.91100 0.87300
C 6.89700 30.98800 2.35300
S 7.76800 32.30600 3.05600
O 8.74400 31.76400 3.95200
O 6.81400 33.26200 3.52500
C 8.55400 32.86200 1.61500
H 8.60700 32.18200 -0.41900
H 9.27800 31.04000 1.01400
H 7.12000 29.93500 0.66200
H 6.43400 31.45100 0.24000
H 7.15100 30.02700 2.84000
H 6.08400 31.10900 2.80700
H 9.46300 33.01600 1.94300
H 8.02100 33.59600 1.12000
C 8.08100 38.20800 5.83600
C 8.03500 37.73300 4.37700
C 7.99200 36.20400 4.57400
S 6.69200 36.06500 5.83300
O 7.07200 34.84800 6.48200
O 5.43400 36.16000 5.17300
C 7.07600 37.48700 6.65800
H 7.80000 39.37300 6.08600
H 8.77500 37.81900 6.41500
H 8.83500 38.09500 3.91400
H 7.04000 38.10200 3.97500
H 8.94700 35.74800 4.91600
H 7.81800 35.84800 3.74800
H 7.44200 37.17500 7.70900
H 6.01100 37.89800 6.77100
C 2.00500 39.28500 1.81800
C 3.15400 39.74000 2.64400
C 3.50700 38.54200 3.55200
S 2.05500 37.66000 3.76900
O 1.39600 37.90400 5.05400
O 2.14300 36.31100 3.28800
C 1.06600 38.49200 2.64200
H 2.21700 38.51600 1.21500
H 1.50900 40.11200 1.14200
H 2.63400 40.56100 3.18400
H 4.09900 39.91200 2.17300
H 3.83600 38.79000 4.47300
H 4.32300 37.99600 3.01600
H 0.43300 39.22700 3.24800
H 0.30900 37.96800 1.88100
C 6.11500 31.16200 8.70200
C 7.22900 31.28000 7.60900
C 6.88400 30.11700 6.57300
S 5.04900 30.25100 6.41800
O 4.58400 28.91500 6.36200
O 4.74300 31.12900 5.34000
C 4.77900 31.14100 7.85700
H 6.11000 31.79600 9.45500
H 6.11800 30.20900 9.00200
H 8.21200 31.00100 8.23800
H 7.35000 32.20700 7.20200
H 7.00400 29.17500 7.02300
H 7.51100 30.05000 5.79000
H 4.03700 30.80500 8.42700
H 4.82600 32.08400 7.45400
C 0.91600 29.28600 3.64200
C 0.46800 28.88800 2.32700
C 1.48200 29.35900 1.25900
S 2.95700 29.67400 2.11000
O 3.04600 31.15800 2.22200
O 4.04400 28.95500 1.60000
C 2.42000 29.10700 3.69400
H 0.38900 28.67800 4.32400
H 0.77600 30.41200 3.80900
H -0.39100 29.35900 1.90200
H 0.35600 27.87300 2.01400
H 0.97300 30.11200 0.61000
H 1.59500 28.40500 0.55200
H 2.95200 29.91800 4.27600
H 2.81700 28.09400 3.55600
```

The total charge is +1. As for the LUMO energy: -2.16 eV. The energy relative to the best compared isomer or geometry (same formula, charge and spin) is 250.5 kJ/mol. As for the multiplicity: 1. As for the HOMO energy: -12.113 eV. The calculation puts the frontier orbital gap at 9.95 eV. The largest force on an atom is 9.864 eV Å⁻¹.

Here are the Löwdin charges for atoms 1 to 2, given in e: 0.36, 0.21



Q: Among the records above, which one has the lowest multiplicity?
A: C24H50NO13S5